The following is a DFT calculation (ωB97M-V/def2-TZVPD) of a cluster of 2 separate species, C8H19N4 in total in a non-equilibrium geometry.

Structure (XYZ):
```
31
Properties=species:S:1:pos:R:3
H -3.49794 0.12653 -1.83144
H -1.50524 -1.99980 0.82330
H 1.56320 2.59671 2.54897
H 1.32363 2.02557 -0.03304
H 2.39859 -2.26789 -1.88458
H 0.05634 2.71918 1.02708
C 2.17308 -0.21904 -2.43171
H -0.36594 1.29882 0.20840
H -3.79575 -1.53606 -0.89199
H -1.12392 0.36834 -1.97376
H 2.96459 0.17998 -1.80785
N 0.91692 -1.35099 -0.69180
N 1.58131 -0.94895 0.28914
C 1.57290 -1.51002 -1.92066
H -2.99697 -1.18171 1.23966
H -1.37811 -0.41189 1.55532
H 0.74886 -1.86641 -2.62664
H 1.32739 0.49865 -2.63029
H 1.64988 0.93411 3.65529
C 1.53323 -0.26663 1.44181
C -3.38692 -0.52838 -0.93202
C -0.97819 -0.04531 -0.97882
C -2.01651 -1.04911 0.93215
H 2.57349 -0.42960 -3.37890
H -4.00883 0.06688 -0.20331
H 1.96745 -0.80001 2.29680
N -2.02704 -0.44133 -0.37397
N 0.95473 0.89414 1.66464
C 0.46059 1.79286 0.67613
C 1.18902 1.59771 2.90884
H 0.12616 1.75365 3.32323
```

The value obtained for the strongest force on any atom is 3.9 eV Å⁻¹. Its charge is +1. The calculation puts the energy above the lowest of the compared OMol25 structures with the same formula, charge and spin at 163.66 kcal per mole.

Population analysis type Löwdin, resulting atomic charges in e: 0.1111 0.1059 0.1165 0.1423 0.1499 0.0952 -0.0856 0.0216 0.1024 0.0739 0.0749 0.0173 0.0768 -0.2655 0.0681 0.0924 0.1408 0.0868 0.1009 -0.0845 -0.0259 0.0353 -0.0199 0.0579 0.1092 0.1559 -0.2784 -0.2196 -0.0551 -0.0262 0.1255